(1)
{"formula": "C92H115N23", "method": "wB97M-V/def2-TZVPD", "homo_energy_ev": -7.77, "total_energy_ev": -131534.4093, "e_above_lowest_kj_mol": 9.5, "total_charge": 0, "orbital_gap_ev": 8.25, "species": ["N", "C", "C", "C", "C", "H", "H", "H", "H", "H", "N", "C", "C", "C", "C", "H", "H", "H", "H", "H", "N", "C", "C", "C", "C", "H", "H", "H", "H", "H", "N", "C", "C", "C", "C", "H", "H", "H", "H", "H", "N", "C", "C", "C", "C", "H", "H", "H", "H", "H", "N", "C", "C", "C", "C", "H", "H", "H", "H", "H", "N", "C", "C", "C", "C", "H", "H", "H", "H", "H", "N", "C", "C", "C", "C", "H", "H", "H", "H", "H", "N", "C", "C", "C", "C", "H", "H", "H", "H", "H", "N", "C", "C", "C", "C", "H", "H", "H", "H", "H", "N", "C", "C", "C", "C", "H", "H", "H", "H", "H", "N", "C", "C", "C", "C", "H", "H", "H", "H", "H", "N", "C", "C", "C", "C", "H", "H", "H", "H", "H", "N", "C", "C", "C", "C", "H", "H", "H", "H", "H", "N", "C", "C", "C", "C", "H", "H", "H", "H", "H", "N", "C", "C", "C", "C", "H", "H", "H", "H", "H", "N", "C", "C", "C", "C", "H", "H", "H", "H", "H", "N", "C", "C", "C", "C", "H", "H", "H", "H", "H", "N", "C", "C", "C", "C", "H", "H", "H", "H", "H", "N", "C", "C", "C", "C", "H", "H", "H", "H", "H", "N", "C", "C", "C", "C", "H", "H", "H", "H", "H", "N", "C", "C", "C", "C", "H", "H", "H", "H", "H", "N", "C", "C", "C", "C", "H", "H", "H", "H", "H"], "positions_angstrom": [[11.6442, 14.4483, 14.1858], [12.2957, 15.3001, 13.2844], [12.7040, 14.5677, 12.2087], [12.4184, 13.2635, 12.4607], [11.6149, 13.1972, 13.5739], [11.1377, 14.7164, 15.0175], [12.4032, 16.3564, 13.4821], [13.2373, 14.8929, 11.3277], [12.7594, 12.3458, 12.0046], [11.0603, 12.3802, 14.0114], [11.2169, 20.6403, 15.6284], [9.9392, 20.7775, 15.1450], [9.4528, 19.5100, 14.8392], [10.4562, 18.5863, 14.9996], [11.5437, 19.3112, 15.5172], [11.7530, 21.3589, 16.0935], [9.4364, 21.7332, 15.1313], [8.4673, 19.3755, 14.4183], [10.3503, 17.5223, 14.8473], [12.4989, 18.9276, 15.8440], [13.5913, 23.1265, 16.1524], [12.4755, 23.3083, 16.9069], [12.6105, 22.3822, 17.9674], [13.6939, 21.6229, 17.7756], [14.2529, 22.0959, 16.6315], [13.8057, 23.5511, 15.2614], [11.7077, 24.0275, 16.6627], [12.0055, 22.2820, 18.8564], [14.1164, 20.7897, 18.3175], [15.1737, 21.7885, 16.1582], [16.8504, 17.1781, 12.6852], [18.0367, 17.7673, 12.8865], [18.8217, 17.5751, 11.7543], [17.9849, 16.9669, 10.8038], [16.8313, 16.6835, 11.4050], [16.0718, 17.2043, 13.3279], [18.1218, 18.2927, 13.8261], [19.8534, 17.6986, 11.4599], [18.2488, 16.6515, 9.8052], [15.9973, 16.1187, 11.0154], [19.1599, 19.5918, 16.1416], [19.8439, 20.1210, 15.0809], [19.5647, 21.4803, 14.9851], [18.6532, 21.7023, 16.0215], [18.3184, 20.5130, 16.6910], [19.2674, 18.6941, 16.5919], [20.5272, 19.5264, 14.4927], [19.9263, 22.1922, 14.2579], [18.1626, 22.6413, 16.2313], [17.5867, 20.2752, 17.4489], [12.5344, 18.8854, 12.5706], [13.0970, 18.1752, 11.5442], [14.2207, 18.7494, 11.0782], [14.4270, 19.9097, 11.9621], [13.3994, 19.9266, 12.8407], [11.6491, 18.7526, 13.0383], [12.6069, 17.2665, 11.2272], [14.8817, 18.3865, 10.3050], [15.3098, 20.5305, 11.9199], [13.3074, 20.5712, 13.7023], [15.6697, 10.6674, 20.0559], [15.0907, 9.6229, 20.7542], [15.0447, 9.8475, 22.0813], [15.7028, 11.0814, 22.2389], [16.0956, 11.5453, 20.9993], [15.6864, 10.8885, 19.0705], [14.6041, 8.8808, 20.1387], [14.6688, 9.2674, 22.9111], [16.0662, 11.5362, 23.1485], [16.5684, 12.4768, 20.7251], [15.5527, 15.8658, 22.3664], [16.0612, 14.6855, 22.8820], [17.4359, 14.7795, 22.8903], [17.7534, 16.0555, 22.2875], [16.5969, 16.6801, 22.0295], [14.5714, 16.0910, 22.2865], [15.3410, 13.9552, 23.2201], [18.0830, 14.0204, 23.3043], [18.7657, 16.3958, 22.1264], [16.4490, 17.6119, 21.5039], [17.6042, 20.5826, 11.2117], [17.7337, 20.7227, 9.8305], [17.8644, 22.0973, 9.5267], [17.8705, 22.7124, 10.7571], [17.5899, 21.8176, 11.7878], [17.3323, 19.7582, 11.7279], [17.7962, 19.9047, 9.1280], [18.0315, 22.6124, 8.5924], [18.0261, 23.7636, 10.9496], [17.4596, 22.0052, 12.8434], [19.1448, 11.6522, 21.4568], [20.3044, 11.0161, 21.8037], [21.3287, 11.8096, 21.3261], [20.8422, 12.9946, 20.8197], [19.4506, 12.8741, 20.8387], [18.2283, 11.2543, 21.6043], [20.3654, 10.0400, 22.2619], [22.3724, 11.5347, 21.3659], [21.3557, 13.8474, 20.4009], [18.7089, 13.5576, 20.4526], [17.0486, 13.1109, 11.0791], [15.7657, 12.8632, 10.7174], [15.7923, 12.5839, 9.3443], [17.1063, 12.6602, 8.8796], [17.8652, 13.1818, 9.9108], [17.4089, 13.2476, 12.0127], [14.9498, 12.8138, 11.4234], [14.9576, 12.3409, 8.7035], [17.3638, 12.4199, 7.8586], [18.9116, 13.4305, 10.0084], [21.2282, 20.7574, 19.9198], [20.6849, 19.5138, 19.8230], [20.2786, 19.2304, 21.1470], [20.5875, 20.3664, 21.9035], [21.1720, 21.2676, 21.1142], [21.5052, 21.2213, 19.0665], [20.4557, 19.0240, 18.8882], [19.8085, 18.3468, 21.5528], [20.4021, 20.5608, 22.9496], [21.5690, 22.2624, 21.2529], [16.0094, 9.8748, 15.1142], [15.1412, 10.7131, 14.5458], [14.0580, 10.8416, 15.3621], [14.2042, 9.8855, 16.4189], [15.4439, 9.4000, 16.2402], [16.8535, 9.5193, 14.6886], [15.3384, 11.0843, 13.5510], [13.1873, 11.4549, 15.1825], [13.5200, 9.6188, 17.2108], [16.0027, 8.6857, 16.8266], [15.4726, 12.8542, 17.1737], [16.5718, 13.4496, 17.6860], [16.3030, 14.0623, 18.9036], [14.9074, 13.9955, 19.0977], [14.4568, 13.2940, 18.0245], [15.4180, 12.2061, 16.4011], [17.5644, 13.2553, 17.3072], [16.9703, 14.4838, 19.6408], [14.3371, 14.4178, 19.9118], [13.4896, 12.9491, 17.6897], [21.2588, 16.7074, 17.7166], [20.0589, 16.4280, 18.3681], [19.0901, 16.2509, 17.3893], [19.7242, 16.5267, 16.1705], [21.0346, 16.7287, 16.3807], [22.1618, 16.8480, 18.1467], [19.9798, 16.5261, 19.4408], [18.0800, 16.0167, 17.6917], [19.2768, 16.4378, 15.1916], [21.8505, 17.0047, 15.7291], [17.8630, 21.1301, 20.8110], [16.9453, 20.9096, 21.7790], [15.7660, 21.4620, 21.4155], [15.9168, 22.0110, 20.0986], [17.2432, 21.8949, 19.7961], [18.8276, 20.8313, 20.7921], [17.3323, 20.3288, 22.6032], [14.8905, 21.5143, 22.0457], [15.2041, 22.5239, 19.4698], [17.8544, 22.1809, 18.9528], [18.9312, 14.6391, 13.5933], [17.8145, 14.1317, 14.2406], [18.1804, 12.8853, 14.6914], [19.5173, 12.7181, 14.4418], [19.9216, 13.7370, 13.6539], [18.9177, 15.5509, 13.1591], [16.8845, 14.6790, 14.1959], [17.5735, 12.1573, 15.2093], [19.9832, 11.7654, 14.6456], [20.8592, 13.8666, 13.1338], [10.3119, 16.4205, 17.5902], [11.0205, 15.2580, 17.6253], [10.2461, 14.2557, 17.0528], [9.1425, 14.8643, 16.5007], [9.1783, 16.1662, 16.8538], [10.6669, 17.2496, 18.0448], [11.9876, 15.2789, 18.1055], [10.5606, 13.2254, 16.9749], [8.2631, 14.4836, 16.0027], [8.5008, 16.9931, 16.6999], [13.4245, 24.4014, 13.0322], [13.5591, 25.4016, 13.9087], [14.8287, 25.3368, 14.4572], [15.4438, 24.2235, 13.9024], [14.5773, 23.7018, 12.9666], [12.6002, 24.1987, 12.4849], [12.7082, 26.0570, 14.0221], [15.2903, 25.9198, 15.2404], [16.3830, 23.7294, 14.1027], [14.6968, 22.8077, 12.3727], [10.6076, 13.7986, 20.8258], [11.5524, 13.0020, 20.3160], [12.2256, 12.4728, 21.4211], [11.8166, 13.0680, 22.5674], [10.7247, 13.8461, 22.1784], [9.9432, 14.3257, 20.2773], [11.5757, 12.9197, 19.2394], [13.0143, 11.7368, 21.3705], [12.1233, 12.8331, 23.5759], [10.0346, 14.4399, 22.7594], [12.5453, 16.1950, 21.0537], [13.1326, 17.1489, 20.2909], [13.4959, 18.2030, 21.0969], [13.0296, 17.8959, 22.3716], [12.3558, 16.6947, 22.2975], [12.3757, 15.2605, 20.7100], [13.3621, 17.0341, 19.2419], [14.1304, 19.0226, 20.7934], [13.1214, 18.5751, 23.2063], [11.8705, 16.0916, 23.0505], [9.5005, 19.5575, 18.0790], [10.4972, 19.4303, 19.0642], [9.8848, 19.1650, 20.2750], [8.5567, 19.0089, 19.9920], [8.3107, 19.3854, 18.6814], [9.5693, 19.8313, 17.1093], [11.5400, 19.5000, 18.7920], [10.4263, 18.8941, 21.1693], [7.8263, 18.7235, 20.7346], [7.4574, 19.6741, 18.0856], [15.3480, 16.1553, 16.9035], [14.8624, 16.0831, 15.5793], [14.7871, 17.3959, 15.1155], [15.3086, 18.2426, 16.0547], [15.5478, 17.5247, 17.2265], [15.3900, 15.3801, 17.5495], [14.5335, 15.1662, 15.1129], [14.2857, 17.5989, 14.1807], [15.3018, 19.3035, 15.8531], [15.7750, 17.8655, 18.2258]], "mulliken_charge": [0.1773, -0.4322, -0.3576, -1.2567, -0.7450, 0.4127, 0.3315, 0.5294, 0.6331, 0.6321, 0.7319, -1.1805, -1.4404, -0.0386, -0.4260, 0.4813, 0.4467, 0.4765, 0.6190, 0.2218, 0.1660, -1.5110, -0.9543, -0.6604, -0.5483, 0.8823, 0.3610, 0.5283, 0.8856, 0.6471, 2.7422, -2.0370, -0.9433, -0.4840, -0.8900, -1.1065, 0.9158, 0.3743, 0.5401, 0.6085, 0.7812, -0.1634, -1.5038, -0.5236, -1.0105, -0.2272, 0.4279, 0.5425, 0.5601, 1.0037, 0.1628, -0.9613, -1.3864, 0.3752, -0.6414, 0.2088, 0.6920, 0.7254, 0.0321, 0.8578, 0.4499, -0.7150, -0.9951, -0.1082, -0.0397, -0.0207, 0.4042, 0.4345, 0.5486, 0.2333, 0.2123, -0.6785, -1.0849, -0.6204, -0.6643, 0.5510, 0.5231, 0.5015, 0.5219, 0.7928, 0.5541, -0.2892, -1.0125, -0.6391, -0.9873, -0.0162, 0.4692, 0.4280, 0.4383, 1.0180, 0.2250, -0.6199, -0.5942, -0.8662, -0.1356, 0.2947, 0.4042, 0.3867, 0.4673, 0.5113, 0.1474, -0.5513, -0.6657, -0.8567, -0.3557, 0.3252, 0.5952, 0.4421, 0.4095, 0.4410, 0.0943, -0.5228, 0.1862, -1.0550, -0.2318, 0.2624, 0.3499, 0.2168, 0.3862, 0.4264, 0.1935, -0.8779, -0.0199, -0.6582, -0.7258, 0.2675, 0.4848, 0.3517, 0.5039, 0.4800, 2.4543, -0.8567, -0.9965, 0.4031, -0.5038, -0.5763, 0.5301, -0.3305, -0.3912, 0.1284, 0.1732, -2.0793, 1.3384, -1.1812, -0.8597, 0.2331, 0.9726, 0.2538, 0.8303, 0.4804, -0.1245, -0.2365, -1.4001, -0.3532, -1.0723, 0.8094, 0.4585, 0.4745, 0.8581, 0.5694, 1.0734, -1.3756, 0.8409, -1.5057, -0.8682, 0.0085, 0.3241, 0.6131, 0.4943, 0.5566, 1.1344, 0.3926, -1.1198, -0.8060, -0.5379, -0.1635, -0.0819, 0.3984, 0.4743, 0.5118, 0.0598, -0.7009, -0.6651, -0.1676, -0.4037, 0.2336, 0.4384, 0.3793, 0.3413, 0.5492, 0.1160, -1.1771, 0.3932, -0.4570, -1.1068, 0.2620, 0.4260, 0.5244, 0.4387, 0.5175, 0.9272, -0.1017, 0.2234, -1.3292, -0.9025, -0.1927, 0.0819, 0.3277, 0.4588, 0.4994, 0.2247, -0.9474, -0.8069, -0.9136, -0.7670, 0.6670, 1.1219, 0.5428, 0.4448, 0.5166, 0.5647, -0.1948, -0.2416, -0.8625, -1.5311, 0.6631, 0.8073, -0.6549, 0.1582, 1.2347]}

(2)
{"formula": "C7H16N", "method": "wB97M-V/def2-TZVPD", "homo_energy_ev": -13.11, "total_energy_ev": -9000.7143, "e_above_lowest_kj_mol": 153.5, "total_charge": 1, "orbital_gap_ev": 9.92, "species": ["C", "C", "C", "C", "H", "H", "H", "H", "H", "H", "H", "H", "C", "C", "C", "N", "H", "H", "H", "H", "H", "H", "H", "H"], "positions_angstrom": [[-0.5717, 0.3560, 1.9568], [-1.0581, -0.8645, 1.6532], [-0.2818, -2.1473, 1.3958], [-1.4094, 1.6028, 2.0666], [0.4898, 0.4707, 2.1514], [-2.1760, -0.9421, 1.6503], [-0.7311, -3.0021, 1.9309], [-0.2836, -2.4143, 0.3088], [0.7425, -2.0721, 1.7665], [-2.4427, 1.4008, 1.7716], [-1.0008, 2.4208, 1.4497], [-1.4225, 2.0030, 3.1256], [-0.0071, 1.1689, -3.2918], [0.9583, 0.6642, -2.2578], [0.6383, -0.2232, -1.3127], [1.5642, -0.5313, -0.2065], [-0.9969, 0.7470, -3.1738], [-0.0935, 2.2443, -3.2390], [0.3579, 0.9255, -4.3001], [1.9730, 1.1025, -2.2353], [-0.3223, -0.7270, -1.1603], [2.4756, -0.0136, -0.3588], [1.1173, -0.2543, 0.6659], [1.7526, -1.5121, -0.1682]], "nbo_charge": [-0.2039, -0.1937, -0.6686, -0.6474, 0.1665, 0.2235, 0.2639, 0.2026, 0.1967, 0.2286, 0.2261, 0.2406, -0.6517, -0.1041, -0.1065, -0.7040, 0.2323, 0.2491, 0.2502, 0.2115, 0.2372, 0.4469, 0.4642, 0.4400]}

(3)
{"formula": "C7H9N4O2S", "method": "wB97M-V/def2-TZVPD", "homo_energy_ev": [-13.23, -13.24], "total_energy_ev": -28283.2953, "e_above_lowest_kj_mol": 448.9, "total_charge": 1, "orbital_gap_ev": [6.21, 6.74], "species": ["C", "C", "C", "C", "C", "C", "C", "N", "N", "N", "N", "O", "O", "S", "H", "H", "H", "H", "H", "H", "H", "H", "H"], "positions_angstrom": [[2.6776, -2.8228, -2.9197], [1.4285, -2.3877, -2.7867], [-0.8464, 2.8490, 0.0183], [-1.1588, 2.4187, 1.3196], [2.1626, -2.9613, -0.8047], [-0.7166, 0.6351, -0.0006], [-1.1634, 0.0470, 2.3288], [3.0937, -3.1266, -1.6392], [-0.5179, 1.7487, -0.7627], [1.0503, -2.4039, -1.4036], [-1.1575, 1.0294, 1.2294], [-0.8890, -2.8415, 0.3253], [-1.3412, -2.3915, -2.0970], [-0.5821, -2.2454, -0.9163], [3.4261, -2.8900, -3.7714], [0.8405, -1.8026, -3.4674], [-0.6782, 3.8272, -0.3358], [-1.1076, 2.9038, 2.2204], [2.3212, -2.8221, 0.2616], [-1.7084, 0.6005, 3.0667], [-1.6529, -0.8246, 2.0585], [-0.1314, -0.1916, 2.7807], [-0.2246, 1.8411, -1.7137]], "nbo_charge": [-0.0573, -0.0815, -0.0414, -0.0502, 0.1981, 0.3179, -0.3989, -0.3761, -0.5412, -0.6275, -0.3700, -0.7784, -0.7706, 2.2209, 0.2633, 0.2364, 0.2461, 0.2473, 0.2225, 0.2244, 0.2336, 0.2302, 0.4525]}

(4)
{"formula": "C4H4FNS", "method": "wB97M-V/def2-TZVPD", "smiles": "C[C@@](F)(C#N)C=S", "homo_energy_ev": -10.00, "total_energy_ev": -19252.0369, "e_above_lowest_kj_mol": 277.4, "total_charge": 0, "orbital_gap_ev": 8.13, "species": ["C", "C", "C", "C", "H", "H", "H", "H", "N", "F", "S"], "positions_angstrom": [[-0.1422, -0.1703, 1.1358], [-0.1362, -0.2138, -0.3950], [1.1523, -0.2764, -1.0364], [-1.0575, 0.9009, -0.4979], [-1.1846, -0.5069, 1.3288], [0.5922, -0.9595, 1.7662], [0.1626, 0.7573, 1.4819], [1.1346, -0.8005, -2.1168], [-1.8359, 1.8280, -0.5722], [-1.1409, -1.1421, -0.7697], [2.4556, 0.5834, -0.3248]], "nbo_charge": [-0.6053, 0.1202, -0.2472, 0.2662, 0.2508, 0.2235, 0.2413, 0.2559, -0.2840, -0.3381, 0.1168]}

Repeat the third record exactly.
{"formula": "C7H9N4O2S", "method": "wB97M-V/def2-TZVPD", "homo_energy_ev": [-13.23, -13.24], "total_energy_ev": -28283.2953, "e_above_lowest_kj_mol": 448.9, "total_charge": 1, "orbital_gap_ev": [6.21, 6.74], "species": ["C", "C", "C", "C", "C", "C", "C", "N", "N", "N", "N", "O", "O", "S", "H", "H", "H", "H", "H", "H", "H", "H", "H"], "positions_angstrom": [[2.6776, -2.8228, -2.9197], [1.4285, -2.3877, -2.7867], [-0.8464, 2.8490, 0.0183], [-1.1588, 2.4187, 1.3196], [2.1626, -2.9613, -0.8047], [-0.7166, 0.6351, -0.0006], [-1.1634, 0.0470, 2.3288], [3.0937, -3.1266, -1.6392], [-0.5179, 1.7487, -0.7627], [1.0503, -2.4039, -1.4036], [-1.1575, 1.0294, 1.2294], [-0.8890, -2.8415, 0.3253], [-1.3412, -2.3915, -2.0970], [-0.5821, -2.2454, -0.9163], [3.4261, -2.8900, -3.7714], [0.8405, -1.8026, -3.4674], [-0.6782, 3.8272, -0.3358], [-1.1076, 2.9038, 2.2204], [2.3212, -2.8221, 0.2616], [-1.7084, 0.6005, 3.0667], [-1.6529, -0.8246, 2.0585], [-0.1314, -0.1916, 2.7807], [-0.2246, 1.8411, -1.7137]], "nbo_charge": [-0.0573, -0.0815, -0.0414, -0.0502, 0.1981, 0.3179, -0.3989, -0.3761, -0.5412, -0.6275, -0.3700, -0.7784, -0.7706, 2.2209, 0.2633, 0.2364, 0.2461, 0.2473, 0.2225, 0.2244, 0.2336, 0.2302, 0.4525]}